C23H41N2OP3Tm as an isolated structure in a non-equilibrium geometry, computed with the ωB97M-V functional and the def2-TZVPD basis.

```
71
Properties=species:S:1:pos:R:3:forces:R:3:mulliken_spin:R:1
Tm 0.533 -1.797 1.032 -1.396 6.870 -4.582 2.029
P 0.784 2.544 0.095 -0.243 0.549 0.128 0.001
P 2.228 -1.133 -1.124 0.959 -0.006 -0.750 -0.004
P -1.675 0.879 -2.642 0.021 0.167 1.081 0.000
O -1.382 -1.084 0.103 3.468 -0.716 1.505 -0.010
N -0.009 3.384 5.222 1.438 -1.987 -1.046 0.000
N 1.217 -0.486 2.717 0.238 0.187 0.735 -0.007
C 3.807 -1.860 -0.531 -0.169 -0.031 0.128 0.000
C 1.843 -2.076 -2.648 -0.286 -0.220 0.179 0.000
C -2.643 -2.971 -0.680 0.014 0.589 0.524 0.002
C 0.606 0.523 3.389 -0.104 -0.463 -0.581 -0.001
C 0.584 -3.977 1.600 -2.976 -2.224 3.259 -0.002
C 2.306 2.819 1.101 0.315 -0.317 0.035 0.000
C -4.959 -1.746 0.326 0.519 0.043 -0.024 0.000
C -2.556 -1.731 -0.015 -1.499 -0.338 -0.112 -0.002
C 0.616 2.500 4.779 -1.004 1.568 0.969 0.000
C 2.715 1.195 4.336 0.136 0.787 0.094 0.000
C 3.337 0.164 3.645 -0.067 -0.627 -0.255 0.001
C -0.662 1.880 -3.740 0.334 0.031 -0.140 0.000
C -2.402 -0.502 -3.502 -0.028 -0.270 -0.405 0.000
C -0.472 3.121 1.313 -0.277 -0.248 0.182 0.000
C -3.880 -3.598 -0.826 0.047 -0.184 -0.117 0.000
C -3.720 -1.122 0.506 0.330 -0.444 -0.430 -0.001
C -0.427 -3.306 2.315 0.442 -5.750 1.390 -0.006
C -5.030 -2.968 -0.352 -0.545 -0.086 0.020 0.000
C -2.862 1.915 -1.786 -0.337 0.173 -0.145 0.000
C 1.338 1.396 4.176 -0.422 0.050 0.328 0.000
C 2.796 0.480 -1.779 -0.188 0.395 0.261 0.000
C 2.551 -0.687 2.874 -0.213 0.949 0.361 0.000
C 0.875 4.034 -1.008 0.106 -0.325 -0.188 0.000
H 2.047 2.940 2.161 0.150 0.105 -0.401 0.000
H 4.409 -0.017 3.664 -0.205 0.163 0.302 0.000
H -2.496 -0.274 -4.570 -0.129 -0.100 0.213 0.000
H 1.076 -1.535 -3.224 0.258 -0.194 0.162 0.000
H 3.703 0.362 -2.393 -0.351 -0.172 0.202 0.000
H 4.561 -1.827 -1.331 -0.148 -0.110 0.305 0.000
H -5.855 -1.273 0.732 0.204 -0.208 -0.212 0.000
H 1.537 -4.221 2.069 0.356 0.768 -0.030 -0.001
H -3.374 -0.781 -3.079 0.187 0.109 -0.035 0.000
H 4.161 -1.280 0.336 0.049 -0.158 -0.344 0.000
H 2.955 1.939 1.013 0.173 0.314 0.112 0.000
H 3.644 -2.901 -0.214 0.226 0.165 -0.139 0.000
H -0.489 0.625 3.269 0.786 0.002 0.022 0.000
H 3.016 1.155 -0.938 -0.006 -0.243 -0.402 0.000
H -3.755 1.965 -2.426 0.096 0.269 0.394 0.000
H -1.061 3.956 0.911 0.092 -0.237 0.220 0.000
H 3.014 -1.539 2.366 -0.116 0.142 -0.011 0.000
H -6.018 -3.414 -0.514 0.512 0.042 0.121 0.000
H 0.008 3.431 2.251 -0.290 0.127 -0.298 0.000
H -1.244 2.030 -4.662 0.190 0.028 0.221 0.000
H 0.280 1.374 -4.001 -0.376 0.107 0.008 0.000
H 2.836 3.713 0.749 0.025 -0.293 0.211 0.000
H -3.611 -0.161 1.013 -0.154 -0.293 -0.053 0.000
H -1.141 2.278 1.534 -0.077 0.345 0.013 0.000
H -1.016 0.282 -1.548 0.441 0.271 -0.499 0.000
H -0.146 4.327 -1.299 0.366 0.030 0.052 0.000
H 1.385 4.867 -0.500 -0.351 -0.203 -0.206 0.000
H -0.275 -2.923 3.346 0.413 0.301 -0.750 0.001
H -0.425 2.862 -3.299 -0.171 -0.457 -0.081 0.000
H -3.105 1.461 -0.812 -0.013 0.086 -0.494 0.000
H -1.715 -1.346 -3.374 -0.200 0.057 -0.141 0.000
H -3.914 -4.585 -1.314 -0.183 0.645 0.223 0.000
H -2.443 2.922 -1.618 -0.231 -0.397 -0.157 0.000
H 1.431 -3.058 -2.369 0.160 0.215 -0.265 0.000
H 2.000 0.945 -2.380 0.273 -0.176 0.238 0.000
H -1.729 -3.407 -1.082 -0.096 -0.061 -0.049 0.000
H 3.272 1.915 4.957 -0.152 -0.542 -0.334 0.000
H 0.326 -4.655 0.783 -0.216 0.478 -0.310 0.000
H 2.738 -2.222 -3.272 -0.265 0.099 0.225 0.000
H 1.443 3.772 -1.914 -0.136 0.240 0.235 0.000
H -1.488 -3.492 2.086 0.293 0.615 -0.671 -0.001
```
Positions in Å, forces in eV/Å.

Summary:
- charge = +3
- calculated total energy (Ha) = -3193.9814
- multiplicity = 3
- energy relative to the best compared isomer or geometry (same formula, charge and spin) (eV) = 0.294